Formula: C22H19NO5
Source: OMol25
Level of theory: ωB97M-V/def2-TZVPD

```
! RIJCOSX wB97M-V def2-TZVPD def2/J DEFGRID3
* xyz 0 1
C 6.392 0.236 -1.782
H 6.812 -0.506 -1.094
H 7.197 0.680 -2.365
O 5.791 1.302 -1.090
C 4.721 1.042 -0.290
C 4.187 -0.220 -0.064
C 3.090 -0.379 0.774
C 2.530 0.728 1.390
C 3.062 1.988 1.169
C 4.147 2.149 0.336
H 4.572 3.122 0.149
H 2.623 2.849 1.649
H 1.680 0.606 2.046
C 2.499 -1.747 0.978
H 3.290 -2.477 1.164
H 1.834 -1.733 1.845
C 1.693 -2.212 -0.256
C 0.682 -1.136 -0.596
O 0.874 -0.108 -1.183
N -0.544 -1.543 -0.077
C -0.532 -2.855 0.384
O -1.449 -3.407 0.924
C 0.833 -3.428 0.069
H 1.202 -4.020 0.906
H 0.727 -4.095 -0.790
C -1.682 -0.705 -0.042
C -2.933 -1.222 -0.321
C -4.046 -0.385 -0.279
C -3.912 0.977 0.038
C -2.630 1.468 0.313
C -1.530 0.646 0.279
H -0.548 1.041 0.486
H -2.501 2.509 0.559
C -5.111 1.784 0.056
C -6.287 1.188 -0.235
C -6.401 -0.220 -0.568
O -7.427 -0.789 -0.842
O -5.238 -0.946 -0.568
H -7.217 1.735 -0.239
C -5.030 3.237 0.390
H -6.017 3.689 0.358
H -4.384 3.752 -0.320
H -4.613 3.373 1.387
H -3.076 -2.262 -0.563
H 2.372 -2.361 -1.096
H 4.613 -1.093 -0.533
H 5.684 -0.253 -2.459
*
```

Computed properties:
* structure (SMILES): COc1cccc(C[C@H]2CC(=O)N(c3ccc4c(C)cc(=O)oc4c3)C2=O)c1
* energy relative to the best compared isomer or geometry (same formula, charge and spin): 0.222 eV
* max |F|: 1.02 eV/A
* HOMO-LUMO gap: 8.59 eV

Here are the Löwdin charges for atoms 1 to 6, given in e: -0.09, 0.09, 0.09, -0.08, -0.26, 0.03

Formula: C9H19F3HgN2O8S
Source: OMol25
Level of theory: ωB97M-V/def2-TZVPD

```
! RIJCOSX wB97M-V def2-TZVPD def2/J DEFGRID3
* xyz -2 1
Hg -1.478 -0.346 2.347
O -0.142 -2.526 5.405
H 0.779 -2.349 5.680
O -5.546 -0.908 3.315
C -6.408 0.238 3.423
C -5.916 1.540 4.148
O -4.582 1.976 3.835
H -7.348 -0.038 3.902
H -6.710 0.479 2.403
H -6.033 1.248 5.191
H -6.534 2.411 3.931
C 4.876 2.291 4.043
F 6.021 2.941 4.260
F 5.083 0.972 4.092
F 4.042 2.631 5.017
S 3.980 2.820 2.380
O 4.847 2.712 1.261
O 2.889 1.875 2.148
O 3.457 4.190 2.583
C -2.945 1.899 -3.515
O -2.549 1.253 -2.554
N -2.381 3.115 -3.841
C -3.016 3.988 -4.761
C -1.157 3.663 -3.318
H -3.715 1.559 -4.224
H -3.326 4.914 -4.278
H -3.854 3.543 -5.298
H -2.273 4.269 -5.507
H -0.561 4.245 -4.021
H -1.309 4.247 -2.410
H -0.457 2.857 -3.099
C 2.166 -5.068 -1.185
O 1.578 -4.147 -0.773
N 3.360 -5.077 -1.780
C 3.936 -6.421 -1.989
C 4.096 -3.922 -2.246
H 1.734 -6.080 -1.223
H 4.210 -6.494 -3.042
H 3.400 -7.285 -1.596
H 4.885 -6.389 -1.454
H 3.636 -2.957 -2.032
H 5.124 -3.952 -1.885
H 4.143 -3.919 -3.335
*
```

Computed properties:
* energy relative to the best compared isomer or geometry (same formula, charge and spin): 6.247 eV
* max |F|: 6.12 eV/A
* HOMO-LUMO gap: 2.38 eV

Here are the Löwdin charges for atoms 1 to 6, given in e: 0.22, -0.51, -0.14, -0.16, -0.31, -0.29

Formula: C11H15N
Source: OMol25
Level of theory: ωB97M-V/def2-TZVPD

```
! RIJCOSX wB97M-V def2-TZVPD def2/J DEFGRID3
* xyz 0 1
C -0.651 3.100 -0.905
C 0.359 0.714 -0.390
C 0.059 2.086 -0.052
C 1.149 0.223 0.674
C 0.613 2.333 1.156
C 0.665 -1.353 -1.470
C 1.360 -1.870 -0.388
C 0.060 -0.098 -1.471
C 1.656 -1.062 0.682
N 1.309 1.213 1.605
H 0.490 -1.979 -2.340
H 1.732 -2.877 -0.328
H -0.673 0.058 -2.252
H 2.291 -1.423 1.476
H 0.095 3.542 -1.570
H -1.129 3.919 -0.381
H 0.736 3.293 1.626
H 1.621 1.005 2.533
H -1.427 2.622 -1.494
C -2.280 -1.863 0.870
C -2.504 -2.728 -0.380
H -1.327 -2.056 1.358
H -2.346 -0.847 0.592
H -3.057 -2.055 1.613
H -1.538 -3.069 -0.697
H -3.121 -3.602 -0.166
H -2.924 -2.210 -1.242
*
```

Computed properties:
* structure (SMILES): Cc1c[nH]c2ccccc12.CC
* energy relative to the best compared isomer or geometry (same formula, charge and spin): 0.477 eV
* max |F|: 1.59 eV/A
* HOMO-LUMO gap: 8.83 eV

Here are the Löwdin charges for atoms 1 to 6, given in e: -0.04, -0.14, -0.23, -0.23, -0.06, -0.12

Formula: C39H37CrF9OP2
Source: OMol25
Level of theory: ωB97M-V/def2-TZVPD

```
! RIJCOSX wB97M-V def2-TZVPD def2/J DEFGRID3
* xyz 0 5
Cr -0.204 0.156 0.197
C -2.332 0.020 0.646
C -2.088 -0.421 -0.682
C -2.376 0.440 -1.896
C -1.279 1.451 -2.282
C -0.314 1.823 -1.186
C -0.696 2.248 0.109
C -2.120 2.569 0.486
C -2.913 1.352 1.011
C 1.745 -0.237 -0.295
H -2.513 -0.739 1.413
H -2.238 -1.503 -0.846
H -3.337 0.972 -1.787
H -2.531 -0.240 -2.754
H -0.690 1.044 -3.123
H -1.772 2.345 -2.692
H 0.679 2.129 -1.547
H 0.034 2.806 0.713
H -2.685 3.026 -0.342
H -2.103 3.320 1.296
H -2.943 1.422 2.109
H -3.968 1.441 0.696
H 2.181 -0.875 0.492
H 2.281 0.730 -0.318
H 1.824 -0.739 -1.274
P 0.060 -2.181 -9.413
P 1.977 0.396 -9.674
C -0.590 -0.602 -10.015
C 0.246 0.463 -10.189
C -0.770 -3.396 -10.517
C -1.959 -3.140 -11.211
C -2.548 -4.144 -11.988
C -1.954 -5.405 -12.088
C -0.744 -5.654 -11.426
C -0.142 -4.654 -10.663
C -0.846 -2.351 -7.812
C -0.479 -1.494 -6.752
C -1.207 -1.520 -5.560
C -2.301 -2.386 -5.421
C -2.629 -3.268 -6.457
C -1.893 -3.263 -7.643
C 2.721 1.130 -11.209
C 2.691 0.348 -12.383
C 3.056 0.911 -13.606
C 3.473 2.247 -13.670
C 3.573 2.999 -12.496
C 3.221 2.437 -11.265
C 2.075 1.786 -8.473
C 3.215 1.840 -7.642
C 3.416 2.936 -6.805
C 2.474 3.972 -6.760
C 1.307 3.878 -7.524
C 1.088 2.773 -8.353
H -1.673 -0.533 -10.188
H -0.062 1.383 -10.710
H -2.438 -2.166 -11.148
H -3.480 -3.940 -12.517
H -2.425 -6.194 -12.682
H -0.268 -6.634 -11.507
H 0.813 -4.836 -10.169
H 0.362 -0.807 -6.876
H -0.925 -0.865 -4.732
H -2.893 -2.374 -4.504
H -3.464 -3.959 -6.349
H -2.150 -3.954 -8.447
H 2.352 -0.689 -12.332
H 3.010 0.311 -14.517
H 3.725 2.697 -14.632
H 3.920 4.033 -12.532
H 3.305 3.031 -10.353
H 3.939 1.023 -7.668
H 4.315 2.988 -6.186
H 2.651 4.845 -6.127
H 0.561 4.672 -7.477
H 0.158 2.691 -8.912
F 1.508 -2.089 2.997
C 1.659 -0.894 3.620
F 1.959 -1.129 4.926
F 2.722 -0.280 3.047
C 0.348 -0.017 3.387
O 0.079 0.132 2.096
C -0.857 -0.724 4.152
F -0.643 -0.901 5.484
F -1.990 0.014 4.002
F -1.102 -1.936 3.602
C 0.587 1.408 4.050
F 0.894 1.342 5.375
F 1.588 2.052 3.409
F -0.524 2.170 3.906
*
```

Computed properties:
* max |F|: 2.83 eV/A
* HOMO-LUMO gap (alpha / beta): 7.48 / 6.62 eV

Here are the Löwdin charges for atoms 1 to 6, given in e: 0.76, -0.18, -0.18, -0.17, -0.18, -0.18